# 1
DFT (ωB97M-V/def2-TZVPD) results for a cluster of 8 separate species, C26H69ClN3O14 in total.

Geometry (Å):
Cl  0.6711  -0.9348  -1.5282
O  1.1509  -0.6395  -2.8492
O  0.1877  -2.2862  -1.3477
O  1.7217  -0.5935  -0.5851
O  -0.3891  0.0051  -1.2236
C  -3.6130  0.1421  -4.8179
C  -4.6500  -0.8391  -4.3468
O  -4.1255  -1.2855  -3.1142
H  -3.9200  1.1612  -4.5825
H  -3.4936  0.0273  -5.8952
H  -2.6027  -0.1329  -4.5150
H  -4.6059  -1.7577  -4.9319
H  -5.6313  -0.3771  -4.2382
H  -3.1898  -1.0716  -3.1311
C  5.7029  3.5670  -4.7605
C  5.2489  2.2309  -4.2073
O  4.4851  2.5299  -3.1745
H  6.4663  3.3462  -5.5065
H  6.3160  4.0708  -4.0132
H  4.8791  4.2460  -4.9807
H  6.0031  1.5607  -3.7949
H  4.6407  1.7764  -4.9894
H  4.0568  1.7663  -2.7806
C  3.3345  -4.6516  -4.2815
C  4.5098  -4.4830  -3.1723
O  4.5919  -5.5439  -2.3017
H  2.2848  -4.6655  -3.9880
H  3.4687  -5.5166  -4.9309
H  3.3036  -3.7409  -4.8796
H  4.3844  -3.5636  -2.6004
H  5.5395  -4.3398  -3.5001
H  4.7726  -6.3583  -2.7768
C  -4.6059  3.1382  0.1559
C  -3.5920  3.4197  1.1874
O  -4.1160  3.6240  2.4335
H  -5.4755  3.7909  0.2335
H  -4.9174  2.1084  0.3312
H  -4.1341  3.2917  -0.8146
H  -2.8861  4.2438  1.0839
H  -3.0064  2.5097  1.3180
H  -3.4623  4.0730  2.9745
C  -1.6639  5.7655  -6.9039
O  -0.8824  4.6070  -6.6953
C  -0.0876  4.5569  -5.5135
C  -0.5177  4.9948  -4.1567
N  -0.2638  6.4175  -3.8025
C  1.1463  6.7783  -3.5764
C  1.3908  8.2865  -3.3528
O  0.8663  8.7143  -2.1015
C  1.6847  9.4289  -1.2078
H  -2.1265  5.6539  -7.8845
H  -1.0780  6.6834  -6.8565
H  -2.5606  5.8814  -6.2951
H  0.8318  5.1067  -5.7148
H  0.1470  3.4925  -5.5099
H  -0.2885  4.2647  -3.3805
H  -1.5802  4.8058  -4.3098
H  -0.7170  6.6298  -2.9253
H  1.8663  6.4426  -4.3228
H  1.5615  6.2666  -2.7082
H  0.9160  8.9709  -4.0557
H  2.4576  8.5028  -3.4095
H  2.2808  10.2228  -1.6580
H  2.4453  8.7290  -0.8619
H  1.1526  9.8094  -0.3359
C  3.1858  -4.0460  6.4445
O  2.2246  -3.3197  5.7461
C  2.8090  -2.2117  4.9298
C  1.9498  -0.9611  4.8673
N  0.6206  -1.3743  4.4270
C  -0.2880  -0.2962  4.7301
C  -0.6512  -0.1390  6.2311
O  -1.4483  -1.3565  6.4978
C  -2.1042  -1.2043  7.7947
H  3.5699  -3.4351  7.2615
H  3.9468  -4.4165  5.7576
H  2.7479  -4.8592  7.0233
H  3.0254  -2.7570  4.0111
H  3.6294  -1.7292  5.4612
H  2.3588  -0.1656  4.2444
H  1.8522  -0.6832  5.9167
H  0.5996  -1.1885  3.4345
H  -1.2252  -0.2180  4.1791
H  0.0974  0.6906  4.4738
H  -1.2236  0.7622  6.4510
H  0.1636  -0.1605  6.9547
H  -2.6271  -2.1212  8.0668
H  -2.7698  -0.3417  7.7644
H  -1.4853  -0.9077  8.6415
C  0.4364  -7.9320  4.5492
O  0.3988  -6.7089  3.9673
C  0.5240  -6.5802  2.5642
C  -0.9101  -6.5795  1.9577
N  -1.3718  -5.2198  2.1808
C  -2.8279  -5.2192  1.8973
C  -3.3313  -3.7913  1.8709
O  -3.3400  -3.3436  3.0990
C  -4.2013  -2.2167  3.2891
H  1.3525  -8.4962  4.3743
H  -0.4652  -8.4710  4.2583
H  0.5270  -7.6870  5.6074
H  1.1247  -7.3189  2.0336
H  1.1459  -5.7090  2.3582
H  -1.5400  -7.3079  2.4684
H  -0.9490  -6.7633  0.8840
H  -0.9095  -4.6953  1.4519
H  -3.2978  -5.8973  2.6096
H  -3.0828  -5.6740  0.9401
H  -4.2862  -3.7011  1.3531
H  -2.6736  -3.2255  1.2111
H  -5.2047  -2.6303  3.1885
H  -4.1423  -1.3539  2.6257
H  -4.2183  -1.8985  4.3315

Results
frontier orbital gap	8.29	eV
energy above the lowest of the compared OMol25 structures with the same formula, charge and spin	5.615	eV
charge	-1



# 2
DFT (ωB97M-V/def2-TZVPD) results for a cluster of 11 separate species, C26H69N2O15 in total.

Geometry (Å):
O  0.3425  -3.1682  -1.3599
C  0.0805  -2.8451  -2.4538
N  -0.2884  -2.4578  -3.5480
C  0.0434  -1.0117  -3.8384
O  -0.8116  -0.6044  -4.8641
N  -0.1357  -0.2594  -2.6151
C  0.0978  1.1702  -2.8276
C  0.5859  1.7879  -1.4868
C  1.9782  1.1968  -1.1405
O  2.9025  2.1835  -0.6464
C  1.5281  -0.9347  -4.3005
O  2.3245  -1.7156  -3.7451
O  1.7884  -0.0513  -5.1404
H  -1.6033  -0.2312  -4.4662
H  -1.1154  -0.3374  -2.3460
H  -0.8121  1.7027  -3.1036
H  0.8576  1.3762  -3.5789
H  -0.1027  1.4075  -0.7282
H  0.5977  2.8793  -1.5297
H  1.8600  0.4730  -0.3381
H  2.3777  0.6534  -1.9987
H  2.9229  2.8816  -1.3083
C  -4.5439  3.1734  -1.8129
C  -4.0570  1.7928  -1.4106
O  -2.7262  1.5724  -1.8614
H  -4.5067  3.2873  -2.8970
H  -5.5691  3.3416  -1.4766
H  -3.9048  3.9499  -1.3830
H  -4.6826  1.0213  -1.8554
H  -4.0864  1.6722  -0.3236
H  -2.1563  2.2365  -1.4593
C  -1.7061  -3.9451  1.9059
C  -0.3930  -3.2839  2.2843
O  0.7210  -4.0197  1.7988
H  -1.7464  -4.9611  2.3022
H  -2.5578  -3.3814  2.2929
H  -1.7992  -4.0131  0.8201
H  -0.2898  -3.2315  3.3690
H  -0.3542  -2.2639  1.8835
H  0.6372  -4.0567  0.8388
C  3.9431  -4.1840  -1.2349
C  5.0833  -3.2880  -1.6974
O  5.0498  -3.1230  -3.1076
H  4.0209  -5.1599  -1.7195
H  3.9566  -4.3239  -0.1533
H  2.9779  -3.7572  -1.5180
H  6.0450  -3.7367  -1.4379
H  5.0228  -2.3022  -1.2189
H  4.2017  -2.6888  -3.2785
C  -5.6204  -2.8380  -2.7916
C  -4.8133  -2.7239  -1.5127
O  -5.1152  -1.5154  -0.8200
H  -5.4197  -1.9859  -3.4387
H  -5.3757  -3.7558  -3.3295
H  -6.6914  -2.8352  -2.5749
H  -3.7475  -2.7042  -1.7349
H  -5.0111  -3.5769  -0.8534
H  -6.0519  -1.5200  -0.6051
C  2.9286  -3.2691  4.1573
C  3.4625  -3.2081  2.7367
O  3.1789  -4.3991  2.0127
H  3.3626  -4.1158  4.6927
H  3.1602  -2.3518  4.7027
H  1.8445  -3.4075  4.1552
H  4.5456  -3.0910  2.7444
H  3.0324  -2.3629  2.1962
H  2.2220  -4.4960  1.9785
C  6.0549  0.3905  2.7310
C  5.6311  -0.3274  1.4656
O  4.2165  -0.3467  1.3312
H  5.6125  -0.0926  3.6044
H  7.1416  0.3940  2.8446
H  5.7017  1.4221  2.7137
H  5.9617  -1.3658  1.4834
H  6.0708  0.1554  0.5859
H  3.9039  0.5649  1.3004
C  5.1143  4.0707  3.7941
C  5.9008  4.8077  2.7230
O  5.3887  4.5432  1.4177
H  5.1358  2.9976  3.6089
H  5.5216  4.2647  4.7889
H  4.0769  4.3810  3.7822
H  6.9417  4.4857  2.7229
H  5.8757  5.8883  2.9060
H  4.4674  4.8288  1.3862
C  1.6565  3.4956  2.6862
C  0.8759  4.4371  1.7923
O  1.6434  4.7682  0.6361
H  2.5922  3.9615  2.9758
H  1.0925  3.2397  3.5870
H  1.9042  2.5735  2.1555
H  0.6542  5.3651  2.3208
H  -0.0702  3.9822  1.4801
H  1.8240  3.9264  0.1868
C  -9.1804  -0.9621  -3.6538
C  -8.4602  0.3156  -3.2607
O  -7.0468  0.1807  -3.3692
H  -8.8532  -1.7917  -3.0270
H  -10.2614  -0.8511  -3.5524
H  -8.9552  -1.2291  -4.6889
H  -8.6720  0.5693  -2.2227
H  -8.7918  1.1480  -3.8912
H  -6.8422  -0.0296  -4.2852
C  -3.0356  2.6121  3.7739
C  -3.1536  1.9105  2.4325
O  -1.9098  1.9209  1.7375
H  -2.7075  3.6431  3.6347
H  -3.9907  2.6153  4.3023
H  -2.2925  2.1167  4.4037
H  -3.8794  2.4179  1.7989
H  -3.4793  0.8732  2.5661
H  -1.2684  1.4627  2.2895

Results
frontier orbital gap	6.87	eV
charge	-1



# 3
DFT (ωB97M-V/def2-TZVPD) results for a cluster of 14 separate species, C26H70BN2O19 in total.

Geometry (Å):
C  20.9130  34.9300  4.3690
C  20.5270  35.0890  5.8850
C  21.1930  34.0360  6.8550
C  21.4980  34.5870  8.3280
N  21.4750  33.5750  9.3980
C  21.8230  34.1770  10.7530
C  23.2670  33.9300  11.0220
C  23.3670  32.4980  10.4390
C  22.5340  32.5180  9.2230
C  20.1660  32.8680  9.5800
C  18.9390  33.8200  9.6160
C  17.7380  33.0690  10.0390
H  20.6840  35.7750  3.8430
H  20.4260  34.1330  4.0290
H  21.8730  34.5900  3.9960
H  19.4080  35.1550  5.7970
H  20.8700  36.0810  6.1040
H  22.0530  33.5670  6.3070
H  20.6360  33.0740  7.0890
H  21.0070  35.6360  8.4510
H  22.5990  34.9760  8.2640
H  21.1850  34.1110  11.6670
H  21.7990  35.2890  10.5630
H  23.4350  34.0610  12.1000
H  24.0470  34.6090  10.6030
H  23.2020  31.7190  11.1430
H  24.2510  32.0390  10.1580
H  22.1020  31.5170  9.1330
H  23.2130  32.8620  8.3920
H  20.2670  32.2500  10.4090
H  19.7790  32.0580  8.8210
H  18.7910  34.2410  8.7270
H  19.1230  34.7470  10.1060
H  17.1790  32.4150  9.2600
H  16.8120  33.8460  10.2600
H  17.8170  32.7210  11.0030
C  13.0460  24.2590  12.6830
C  13.1370  22.7720  12.5990
C  13.5830  22.2160  11.2280
C  13.2810  20.6890  10.8900
N  13.7960  20.1360  9.6370
C  15.3300  20.3630  9.4880
C  15.5990  21.5570  8.5330
C  14.2610  22.0550  8.0240
C  13.2050  20.9560  8.4590
C  13.5490  18.6540  9.4780
C  12.0410  18.2090  9.4370
C  11.8700  16.6840  9.5270
H  13.2140  24.8360  13.7310
H  12.3830  24.7800  12.1780
H  13.8590  24.6020  12.1720
H  11.9880  22.5590  12.7040
H  13.8330  22.3370  13.3410
H  14.5750  22.3240  11.3400
H  13.0180  22.9210  10.4690
H  12.3770  20.5580  11.2000
H  13.5850  20.0590  11.6170
H  15.8990  19.3870  9.3350
H  15.7480  20.5630  10.4600
H  16.0320  21.1280  7.6450
H  16.0310  22.4070  9.1150
H  14.1610  21.9740  6.9470
H  13.7330  22.8310  8.5540
H  13.1880  20.2360  7.6640
H  12.1280  21.3980  8.6830
H  14.1450  18.1050  10.1780
H  14.0060  18.3050  8.4700
H  11.4340  18.6760  8.7710
H  11.7150  18.3710  10.5440
H  11.8780  16.1070  8.5620
H  10.8700  16.2500  9.8070
H  12.7250  16.2570  10.1100
O  10.6530  26.5460  10.4370
C  11.8890  26.7950  10.2910
O  12.4420  27.7640  10.7450
B  13.7760  27.8870  10.2850
O  13.9320  26.7920  9.4110
C  12.8270  26.1360  9.3780
O  12.6570  25.0400  8.7420
O  14.7430  28.0940  11.3240
C  15.3780  29.1520  11.1340
O  16.0930  29.6190  11.9490
C  14.7920  29.7620  9.9410
O  13.9250  29.0780  9.3900
O  15.3630  30.6690  9.3330
O  8.0160  24.9820  10.7260
H  7.7410  23.9860  10.7780
H  8.7210  24.9980  10.2050
O  17.5320  27.1490  12.6880
H  17.4770  28.0230  12.2340
H  16.8980  26.9440  13.3500
O  15.4720  31.9780  13.1530
H  14.7880  32.4510  12.7500
H  15.2800  31.0040  12.7370
O  19.0330  29.6160  13.1400
H  18.7420  29.4490  12.2010
H  19.3910  30.6660  13.2140
O  11.4080  23.6990  6.5820
H  11.8450  24.2440  7.3190
H  10.5330  23.8990  6.3350
O  9.7810  27.6250  12.8310
H  9.2460  26.7870  13.1490
H  10.0560  27.3100  12.0070
O  16.4180  25.4660  10.8760
H  16.9100  26.1570  11.4260
H  15.9790  26.0760  10.3440
O  14.8620  33.4730  8.6400
H  14.8100  32.4790  8.8060
H  14.0500  34.0770  8.3380
O  10.8000  30.6010  11.0270
H  10.7890  29.8120  10.4720
H  11.5430  31.2320  10.6630
O  10.5190  22.9130  9.7880
H  11.3800  23.3870  9.9040
H  10.1920  23.0900  9.0690
O  11.4790  30.1440  7.8900
H  11.4650  29.5430  7.0280
H  12.3330  30.2640  8.3310

Results
frontier orbital gap	9.06	eV
energy above the lowest of the compared OMol25 structures with the same formula, charge and spin	0.921	eV
charge	+1



# 4
DFT (ωB97M-V/def2-TZVPD) results for a structure of composition C26H72CaF6N12O10P4S2.

Geometry (Å):
Ca  14.7733  23.3828  -24.3319
C  10.1523  22.4251  -25.5799
F  8.9028  22.9913  -25.6187
F  9.9339  21.2989  -24.8343
F  10.5404  22.1774  -26.8570
S  11.3525  23.6658  -24.6724
O  11.4784  24.7978  -25.5537
O  10.7711  23.9792  -23.3331
O  12.6036  22.9219  -24.4366
C  19.7615  23.9084  -24.7682
F  19.5321  23.2808  -25.9606
F  20.9756  23.6156  -24.2055
F  19.7414  25.2768  -24.9261
S  18.3318  23.3071  -23.6433
O  17.0533  23.7895  -24.1380
O  18.3781  21.8273  -23.7772
O  18.6260  23.7300  -22.3218
O  14.8497  22.4056  -22.1704
P  14.8103  21.9938  -20.7390
N  14.0258  20.4628  -20.5667
C  14.2895  19.5313  -19.4667
C  12.7455  20.2474  -21.2971
N  13.7946  23.0902  -19.7527
C  12.6384  23.6978  -20.3665
C  13.7131  22.9521  -18.2782
N  16.3429  21.9632  -19.9552
C  16.9477  23.0471  -19.2910
C  17.3333  20.9572  -20.2428
H  14.3331  18.5324  -19.9007
H  13.4565  19.5295  -18.7637
H  15.2432  19.7462  -18.9847
H  11.9726  20.8271  -20.7924
H  12.5060  19.1952  -21.4505
H  12.9579  20.6046  -22.3048
H  12.7598  23.8639  -21.4369
H  11.8055  22.9947  -20.3767
H  12.3091  24.5662  -19.7958
H  12.8138  22.4189  -17.9697
H  14.4742  22.2680  -17.9029
H  13.6442  23.9038  -17.7513
H  17.5905  22.7636  -18.4576
H  17.6523  23.6041  -19.9084
H  16.1880  23.7586  -18.9672
H  16.8633  19.9920  -20.4313
H  18.0324  20.8116  -19.4193
H  17.9177  21.2579  -21.1124
O  15.1530  21.2585  -25.0191
P  14.9999  19.7775  -25.2064
N  15.3431  18.8437  -23.7997
C  16.4991  19.0754  -23.0324
C  14.8184  17.4869  -23.5826
N  15.9125  19.0608  -26.4398
C  17.2609  19.5696  -26.8209
C  15.7999  17.6047  -26.7307
N  13.3332  19.3758  -25.6550
C  12.8234  19.7397  -26.9234
C  12.3212  19.3100  -24.7298
H  16.4695  18.7100  -22.0058
H  16.6296  20.1559  -22.9726
H  17.3675  18.5966  -23.4848
H  14.2759  17.4980  -22.6373
H  15.5683  16.7122  -23.4223
H  14.1514  17.1219  -24.3637
H  17.2497  19.7681  -27.8926
H  17.5468  20.4413  -26.2323
H  17.9996  18.7808  -26.6787
H  14.7298  17.3978  -26.7420
H  16.2052  17.3712  -27.7153
H  16.1980  17.1134  -25.8429
H  12.0361  19.1008  -27.3236
H  12.5616  20.7954  -26.9938
H  13.6548  19.6499  -27.6226
H  11.3994  18.9116  -25.1538
H  12.1754  20.3474  -24.4286
H  12.6966  18.6583  -23.9408
O  14.8840  24.2985  -26.4252
P  15.2394  24.5612  -27.8396
N  14.3174  23.5531  -28.9118
C  14.5533  23.5016  -30.4393
C  13.0012  23.0469  -28.5095
N  16.9175  24.1744  -28.2425
C  18.0969  25.1211  -28.0478
C  17.3316  22.7959  -27.9620
N  15.0204  26.2352  -28.2904
C  15.3433  26.6874  -29.6176
C  14.0678  27.1201  -27.6004
H  14.3251  22.4979  -30.7980
H  15.5503  23.8149  -30.7490
H  13.9043  24.1589  -31.0180
H  12.7159  22.1807  -29.1065
H  12.1786  23.7605  -28.5575
H  13.0306  22.8235  -27.4431
H  19.0482  24.7376  -28.4166
H  17.8212  26.0625  -28.5231
H  18.2328  25.2380  -26.9726
H  18.2974  22.5580  -28.4079
H  17.4024  22.7880  -26.8744
H  16.5780  22.0800  -28.2902
H  15.8339  25.9503  -30.2533
H  14.4230  26.9227  -30.1523
H  15.8564  27.6440  -29.5191
H  14.3551  28.1706  -27.6454
H  14.0591  26.8437  -26.5461
H  13.0559  27.0874  -28.0043
O  14.2454  25.2375  -23.2954
P  14.2836  26.7078  -22.9812
N  15.0828  27.6581  -24.1560
C  16.1951  27.1425  -24.8933
C  15.0787  29.1409  -24.1731
N  15.1142  27.0849  -21.5045
C  16.2260  26.2758  -21.0827
C  15.1725  28.4343  -21.0826
N  12.7609  27.4266  -22.8273
C  11.8942  27.1412  -21.6942
C  12.0399  27.7686  -24.0378
H  16.2822  27.5189  -25.9125
H  16.1303  26.0570  -24.9691
H  17.1785  27.2770  -24.4428
H  15.0019  29.4141  -25.2255
H  15.9950  29.5152  -23.7167
H  14.2755  29.5203  -23.5414
H  16.0417  25.2468  -21.3914
H  17.1245  26.6323  -21.5863
H  16.4160  26.3247  -20.0105
H  16.2017  28.7139  -21.3079
H  14.6619  29.1245  -21.7541
H  14.7835  28.6023  -20.0784
H  11.6612  26.0857  -21.5539
H  12.4725  27.4153  -20.8118
H  10.9731  27.7234  -21.6674
H  12.6772  28.0200  -24.8856
H  11.3752  28.6087  -23.8367
H  11.3978  26.9286  -24.3031

Results
frontier orbital gap	8.66	eV
energy above the lowest of the compared OMol25 structures with the same formula, charge and spin	4.145	eV